The following is a quantum chemistry calculation of a single C19H29N3O4S molecule, from the OMol25 dataset.

Bonds (Å) are listed after each position.
Geometry (Å):
1 C -8.250 -1.104 -1.831  H2 1.095, O3 1.407, H55 1.089, H56 1.095
2 H -7.592 -1.955 -2.035  C1 1.095
3 O -8.039 -0.586 -0.540  C1 1.407, C4 1.361
4 C -6.814 -0.080 -0.232  O3 1.361, C5 1.391, C9 1.396
5 C -5.724 -0.041 -1.096  C4 1.391, C6 1.384, H54 1.079
6 C -4.525 0.500 -0.668  C5 1.384, C7 1.387, H53 1.080
7 C -4.381 1.009 0.615  C6 1.387, C8 1.390, C12 1.505
8 C -5.472 0.961 1.475  C7 1.390, C9 1.379, H11 1.081
9 C -6.674 0.429 1.060  C4 1.396, C8 1.379, H10 1.078
10 H -7.526 0.393 1.719  C9 1.078
11 H -5.381 1.351 2.479  C8 1.081
12 C -3.052 1.559 1.059  C7 1.505, N13 1.451, H51 1.094, H52 1.095
13 N -2.042 0.518 1.088  C12 1.451, C14 1.351, H50 1.008
14 C -0.982 0.501 0.251  N13 1.351, O15 1.213, C16 1.527
15 O -0.750 1.393 -0.538  C14 1.213
16 C -0.067 -0.707 0.437  C14 1.527, C17 1.529, C40 1.535, H49 1.096
17 C 0.692 -1.004 -0.857  C16 1.529, C18 1.528, H47 1.089, H48 1.091
18 C 1.702 -2.129 -0.636  C17 1.528, N19 1.444, H45 1.097, H46 1.090
19 N 2.596 -1.866 0.467  C18 1.444, S20 1.656, C39 1.442
20 S 4.011 -1.075 0.130  N19 1.656, O21 1.430, O22 1.431, N23 1.683
21 O 4.550 -1.702 -1.036  S20 1.430
22 O 4.771 -1.088 1.342  S20 1.431
23 N 3.565 0.507 -0.233  S20 1.683, C24 1.451, C28 1.450
24 C 3.755 0.899 -1.617  N23 1.451, C25 1.528, H37 1.090, H38 1.096
25 C 5.209 1.260 -1.920  C24 1.528, C26 1.526, H35 1.091, H36 1.091
26 C 5.688 2.349 -0.964  C25 1.526, C27 1.526, H33 1.092, H34 1.094
27 C 5.491 1.885 0.477  C26 1.526, C28 1.528, H31 1.091, H32 1.091
28 C 4.028 1.510 0.707  N23 1.450, C27 1.528, H29 1.090, H30 1.096
29 H 3.900 1.099 1.708  C28 1.090
30 H 3.385 2.390 0.592  C28 1.096
31 H 5.780 2.670 1.177  C27 1.091
32 H 6.102 1.002 0.671  C27 1.091
33 H 6.741 2.573 -1.147  C26 1.092
34 H 5.113 3.263 -1.135  C26 1.094
35 H 5.292 1.593 -2.956  C25 1.091
36 H 5.814 0.361 -1.793  C25 1.091
37 H 3.441 0.061 -2.237  C24 1.090
38 H 3.099 1.756 -1.808  C24 1.096
39 C 1.935 -1.533 1.705  N19 1.442, C40 1.530, H43 1.097, H44 1.090
40 C 0.943 -0.380 1.545  C16 1.535, C39 1.530, H41 1.090, H42 1.092
41 H 1.482 0.526 1.266  C40 1.090
42 H 0.430 -0.204 2.493  C40 1.092
43 H 1.411 -2.429 2.058  C39 1.097
44 H 2.721 -1.284 2.418  C39 1.090
45 H 1.175 -3.066 -0.422  C18 1.097
46 H 2.331 -2.276 -1.514  C18 1.090
47 H 1.202 -0.094 -1.169  C17 1.089
48 H -0.009 -1.291 -1.644  C17 1.091
49 H -0.660 -1.581 0.730  C16 1.096
50 H -2.224 -0.276 1.682  N13 1.008
51 H -2.687 2.309 0.352  C12 1.094
52 H -3.138 2.011 2.052  C12 1.095
53 H -3.683 0.533 -1.345  C6 1.080
54 H -5.797 -0.423 -2.102  C5 1.079
55 H -9.286 -1.439 -1.848  C1 1.089
56 H -8.105 -0.339 -2.600  C1 1.095

Output
Relative energy (zero: lowest compared OMol25 entry of this formula, charge and spin), kcal per mole: 28.0
Lowest unoccupied orbital energy, eV: 0.626
E_tot, eV: -43669.6418
Strongest force on any atom, eV/Å: 1.0
Net charge: 0
Frontier orbital gap, eV: 9.172

Results of the Löwdin charge analysis, in e, for atoms 1 through 4: -0.091, 0.095, -0.085, -0.279